{
  "formula": "C39H78BrClI2N3O10P2",
  "method": "ωB97M-V with the def2-TZVPD basis set",
  "spin_multiplicity": 1,
  "energy_ha": -6761.48322,
  "homo_ha": -0.4199,
  "orbital_gap_ev": 9.0540,
  "lumo_energy_ha": -0.087,
  "largest_force_ev_per_a": 4.40,
  "total_charge": 1,
  "elements": ["I", "I", "Br", "Cl", "P", "P", "O", "O", "O", "O", "O", "O", "O", "O", "O", "O", "N", "N", "N", "C", "C", "C", "C", "C", "C", "C", "C", "C", "C", "C", "C", "C", "C", "C", "C", "C", "C", "C", "C", "C", "C", "C", "C", "C", "C", "C", "C", "C", "C", "C", "C", "C", "C", "C", "C", "C", "C", "C", "H", "H", "H", "H", "H", "H", "H", "H", "H", "H", "H", "H", "H", "H", "H", "H", "H", "H", "H", "H", "H", "H", "H", "H", "H", "H", "H", "H", "H", "H", "H", "H", "H", "H", "H", "H", "H", "H", "H", "H", "H", "H", "H", "H", "H", "H", "H", "H", "H", "H", "H", "H", "H", "H", "H", "H", "H", "H", "H", "H", "H", "H", "H", "H", "H", "H", "H", "H", "H", "H", "H", "H", "H", "H", "H", "H", "H", "H"],
  "positions_angstrom": [[0.133, -2.620, -1.589], [-3.582, -2.107, -0.268], [2.808, -0.318, -2.818], [0.164, 5.380, 3.401], [2.858, -0.252, -0.580], [2.733, 3.859, -1.156], [0.752, -0.753, 5.490], [-1.188, 2.892, -4.082], [-1.019, 1.373, 0.019], [-2.705, 3.306, -5.771], [1.801, -4.810, -3.400], [1.861, 5.121, -1.556], [2.843, -1.822, -0.203], [-2.872, -3.214, 4.270], [3.678, 3.673, -2.442], [2.680, 0.346, -6.812], [-0.131, 0.381, -0.582], [1.735, 2.533, -1.040], [3.528, 4.109, 0.135], [0.157, 3.932, 1.099], [0.030, 2.238, -4.472], [-0.938, -1.913, 6.677], [3.042, -4.174, -3.736], [-1.744, 3.680, -5.083], [1.664, 1.916, 0.294], [2.825, -1.371, 3.040], [-4.153, -3.522, 4.835], [-0.630, -1.123, 5.415], [-0.055, 0.992, -1.955], [2.060, -6.141, -2.925], [0.706, 5.226, 1.690], [3.951, 0.527, -6.184], [0.663, 2.332, -2.017], [-1.832, 1.038, 1.130], [-3.372, 2.251, 2.648], [-3.513, -5.353, 3.481], [2.753, -0.750, -7.733], [2.372, -0.045, 2.411], [-4.063, 4.688, 2.136], [4.146, -5.054, -3.170], [-2.248, -0.791, -1.325], [0.024, -1.279, 7.680], [-0.830, -0.946, -0.657], [4.779, -0.706, -6.512], [1.118, 2.559, -3.476], [-4.323, 3.425, 2.959], [-5.805, 3.043, 2.936], [-4.138, 1.731, 0.323], [-2.940, 2.100, 1.197], [4.231, -1.085, -7.886], [-4.757, -4.611, 3.960], [1.128, -0.245, 1.510], [3.514, -6.440, -3.256], [-2.519, -4.214, 3.309], [1.060, 2.728, 1.456], [-2.386, -1.077, -2.817], [1.244, -1.005, 6.814], [1.187, 0.473, 0.159], [-1.984, -1.849, 6.969], [2.048, 2.064, -3.707], [3.204, 0.464, 1.942], [-1.228, -0.205, 5.365], [-4.119, 3.704, 3.987], [5.081, -4.963, -3.719], [0.952, -1.304, 1.374], [-3.238, -0.495, -3.162], [-2.650, 0.195, -1.158], [-1.066, 1.247, -2.233], [4.683, -0.456, -8.654], [-2.584, -3.743, 2.326], [-1.554, -0.735, -3.414], [-4.761, -2.618, 4.862], [-4.862, 2.528, 0.387], [1.365, -6.832, -3.400], [-3.831, 1.733, -0.720], [-1.486, -4.530, 3.468], [0.261, 0.263, -2.684], [1.308, 3.621, -3.587], [-5.956, 1.985, 3.107], [2.259, -1.476, 3.957], [4.337, -4.794, -2.125], [-0.802, 3.793, 1.574], [3.615, -1.994, 0.347], [-2.646, -2.096, -3.046], [4.519, 4.011, -0.023], [0.272, 0.090, 2.082], [0.066, 4.107, 0.036], [3.864, -1.346, 3.340], [3.597, -6.824, -4.274], [0.980, 4.870, -1.859], [-6.365, 3.644, 3.638], [4.073, 2.796, -2.379], [2.283, -0.462, -8.672], [-5.275, -4.164, 3.109], [2.702, 1.851, 0.574], [2.588, -2.228, 2.421], [-0.096, 3.100, -1.878], [0.338, 2.600, -5.448], [0.248, -1.913, 8.535], [0.314, 6.089, 1.173], [-1.352, 1.059, 2.102], [3.107, -4.103, -4.828], [-0.391, -0.339, 8.051], [1.885, -6.160, -1.844], [1.822, -0.146, 7.154], [2.091, 0.566, 3.257], [2.196, -1.594, -7.310], [3.957, -7.169, -2.580], [-3.891, 1.334, 2.922], [1.852, 3.123, 2.073], [-2.533, 3.020, 0.796], [-1.019, -1.294, 0.342], [-0.689, -2.966, 6.530], [-4.300, 5.554, 2.743], [1.908, -1.876, 6.774], [-3.666, -5.924, 2.566], [-4.682, 4.739, 1.247], [3.792, 0.661, -5.114], [-6.239, 3.254, 1.963], [-4.002, -3.870, 5.862], [-0.155, 1.176, -4.572], [4.572, -1.504, -5.793], [4.411, 1.436, -6.586], [-3.016, 4.773, 1.867], [-2.518, 2.314, 3.318], [1.783, 5.226, 1.724], [-4.590, 0.787, 0.600], [-2.341, 0.079, 1.100], [5.850, -0.510, -6.502], [-0.804, -1.701, 4.507], [-5.465, -5.240, 4.496], [3.051, -3.167, -3.323], [4.402, -2.125, -8.155], [-3.165, -6.039, 4.255], [-1.275, 4.668, -5.178], [0.481, 2.115, 2.131]]
}

{
  "formula": "C39H78Cl12N3O3",
  "method": "ωB97M-V with the def2-TZVPD basis set",
  "spin_multiplicity": 5,
  "energy_ha": -7444.46103,
  "homo_ha": [-0.3761, -0.4114],
  "orbital_gap_ev": [7.6961, 3.7605],
  "lumo_energy_ha": [-0.093, -0.273],
  "largest_force_ev_per_a": 5.74,
  "total_charge": 1,
  "elements": ["Cl", "Cl", "Cl", "Cl", "Cl", "Cl", "Cl", "Cl", "Cl", "Cl", "Cl", "Cl", "O", "O", "O", "N", "N", "N", "C", "C", "C", "C", "C", "C", "C", "C", "C", "C", "C", "C", "C", "C", "C", "C", "C", "C", "C", "C", "C", "C", "C", "C", "C", "C", "C", "C", "C", "C", "C", "C", "C", "C", "C", "C", "C", "C", "C", "H", "H", "H", "H", "H", "H", "H", "H", "H", "H", "H", "H", "H", "H", "H", "H", "H", "H", "H", "H", "H", "H", "H", "H", "H", "H", "H", "H", "H", "H", "H", "H", "H", "H", "H", "H", "H", "H", "H", "H", "H", "H", "H", "H", "H", "H", "H", "H", "H", "H", "H", "H", "H", "H", "H", "H", "H", "H", "H", "H", "H", "H", "H", "H", "H", "H", "H", "H", "H", "H", "H", "H", "H", "H", "H", "H", "H", "H"],
  "positions_angstrom": [[29.169, -0.730, -32.404], [31.008, -8.748, -28.658], [32.302, -1.874, -25.436], [25.425, -4.901, -25.833], [29.505, -3.748, -25.787], [26.901, -9.761, -29.354], [29.180, -5.128, -29.344], [25.863, -4.352, -30.106], [27.090, -7.411, -32.176], [21.465, -3.758, -24.718], [28.822, -3.649, -33.712], [25.925, -8.376, -35.098], [21.927, 0.568, -28.705], [22.873, -11.431, -30.453], [25.766, -8.700, -26.052], [26.459, -9.520, -25.039], [22.951, -9.978, -30.665], [23.189, 0.613, -29.369], [28.393, -9.599, -28.456], [22.833, -7.041, -30.974], [21.085, -8.952, -29.212], [23.467, -0.536, -30.290], [26.669, -6.793, -34.915], [24.981, -0.701, -30.701], [23.873, 3.002, -28.628], [26.413, -6.310, -33.451], [26.639, -11.636, -23.669], [27.324, -10.902, -22.588], [31.056, -2.274, -24.099], [23.831, 1.928, -29.751], [21.257, -9.651, -32.527], [27.795, -5.511, -28.297], [28.277, -7.806, -24.723], [25.594, 0.641, -31.150], [23.193, -9.630, -28.137], [22.585, -0.430, -31.577], [29.298, -2.208, -31.433], [26.450, -5.709, -29.095], [23.838, -5.037, -25.058], [27.230, -8.688, -24.050], [25.743, -10.721, -24.611], [22.687, -9.459, -32.033], [23.172, 2.620, -30.932], [25.504, -11.617, -25.883], [28.055, -9.690, -23.183], [22.630, -9.089, -29.473], [24.418, -10.516, -23.799], [26.388, -7.770, -23.124], [23.253, -7.979, -32.135], [22.943, -3.937, -25.678], [23.294, -1.915, -29.583], [25.332, 1.695, -30.131], [23.594, -10.203, -33.065], [28.326, -3.119, -32.072], [23.210, -7.694, -29.634], [29.479, -9.159, -29.481], [29.593, -2.347, -24.611], [27.677, -4.632, -27.664], [25.201, 0.931, -32.124], [23.251, -11.167, -33.441], [27.098, -7.033, -22.750], [20.555, -9.224, -31.810], [27.278, -2.819, -32.045], [20.924, -10.680, -32.662], [25.490, -1.034, -29.796], [23.590, 2.252, -31.869], [28.960, -10.074, -23.654], [29.848, -9.880, -30.211], [22.728, -7.036, -28.911], [23.350, 3.695, -30.983], [26.579, -6.496, -29.838], [28.824, -1.930, -30.491], [28.874, -8.284, -25.500], [25.073, -11.036, -26.699], [28.698, -10.528, -27.976], [22.285, -2.074, -29.202], [25.906, -8.356, -22.340], [23.970, -11.458, -23.485], [24.959, -1.487, -31.455], [20.564, -9.909, -29.224], [23.617, -2.718, -30.246], [20.839, -8.378, -28.319], [22.431, -1.410, -32.028], [26.662, 0.550, -31.350], [23.653, -10.082, -24.443], [23.032, 0.268, -32.284], [24.339, -7.972, -32.235], [25.957, 1.458, -29.270], [21.751, -6.935, -31.050], [28.311, -9.081, -22.317], [22.842, 3.282, -28.410], [26.155, -6.130, -35.611], [28.360, -4.044, -31.496], [30.356, -2.380, -31.238], [25.641, -5.931, -28.400], [24.750, -12.365, -25.637], [24.536, 3.806, -28.947], [21.599, -0.047, -31.314], [26.337, -12.237, -26.211], [28.905, -2.597, -23.803], [25.735, -7.253, -23.827], [31.123, -1.544, -23.292], [29.090, -7.498, -24.066], [26.659, -10.536, -21.806], [31.348, -3.208, -23.617], [24.511, -9.918, -22.892], [24.256, 2.608, -27.687], [26.095, -12.377, -23.084], [27.948, -11.574, -21.998], [23.841, -9.609, -33.945], [27.895, -6.887, -25.169], [21.086, -9.238, -33.520], [23.906, -1.872, -28.682], [23.264, -6.052, -31.127], [23.386, -2.943, -25.627], [23.442, -5.988, -25.414], [24.282, -9.591, -28.137], [22.777, -7.551, -33.017], [22.087, 2.592, -31.034], [27.720, -6.943, -35.161], [29.260, -1.432, -25.101], [29.088, -8.239, -29.915], [27.441, -12.160, -24.190], [24.291, -7.648, -29.505], [22.825, -9.035, -27.301], [23.984, -4.930, -23.983], [20.633, -8.332, -29.987], [25.761, 2.564, -30.630], [22.876, -10.658, -27.960], [22.645, -4.162, -26.702], [25.333, -6.198, -33.363], [26.710, -5.298, -33.175], [28.116, -6.349, -27.678], [28.356, -8.867, -27.649], [24.538, -10.524, -32.625]]
}

{
  "formula": "C39H78NO11Rb",
  "method": "ωB97M-V with the def2-TZVPD basis set",
  "spin_multiplicity": 1,
  "energy_ha": -2438.92960,
  "homo_ha": -0.1478,
  "orbital_gap_ev": 2.0069,
  "lumo_energy_ha": -0.074,
  "largest_force_ev_per_a": 4.06,
  "elements": ["Rb", "O", "O", "O", "O", "O", "O", "O", "O", "O", "O", "O", "N", "C", "C", "C", "C", "C", "C", "C", "C", "C", "C", "C", "C", "C", "C", "C", "C", "C", "C", "C", "C", "C", "C", "C", "C", "C", "C", "C", "C", "C", "C", "C", "C", "C", "C", "C", "C", "C", "C", "C", "H", "H", "H", "H", "H", "H", "H", "H", "H", "H", "H", "H", "H", "H", "H", "H", "H", "H", "H", "H", "H", "H", "H", "H", "H", "H", "H", "H", "H", "H", "H", "H", "H", "H", "H", "H", "H", "H", "H", "H", "H", "H", "H", "H", "H", "H", "H", "H", "H", "H", "H", "H", "H", "H", "H", "H", "H", "H", "H", "H", "H", "H", "H", "H", "H", "H", "H", "H", "H", "H", "H", "H", "H", "H", "H", "H", "H", "H"],
  "positions_angstrom": [[10.843, -0.228, -31.199], [5.266, -8.214, -23.016], [4.848, 4.644, -17.330], [4.961, -1.118, -30.911], [13.589, 5.530, -29.508], [2.037, -0.667, -22.660], [20.248, -5.862, -15.828], [13.592, -0.623, -25.360], [12.007, -5.808, -13.750], [22.923, 0.238, -21.984], [17.600, 4.928, -16.951], [18.913, -7.964, -22.649], [13.071, -0.798, -23.969], [2.927, -0.502, -20.356], [20.094, -8.206, -22.517], [20.951, -3.581, -15.882], [7.367, -7.075, -22.821], [18.542, -4.258, -16.241], [14.590, 1.016, -23.149], [16.509, 4.404, -16.638], [22.324, 1.295, -22.055], [11.163, 0.903, -24.554], [6.706, 5.374, -18.609], [10.739, -1.512, -24.435], [19.916, -4.700, -16.032], [14.574, 6.575, -27.599], [11.485, -4.975, -14.453], [21.895, 1.806, -23.402], [20.456, -9.570, -21.921], [2.749, -0.105, -21.866], [21.841, 2.010, -20.820], [4.056, -1.469, -30.108], [12.193, 7.133, -28.432], [6.945, 4.149, -16.292], [16.586, 3.038, -16.024], [3.737, -0.705, -28.892], [12.049, 0.414, -21.406], [11.587, -0.390, -23.882], [13.410, 6.328, -28.585], [11.502, -5.137, -15.999], [5.929, -7.271, -23.400], [21.219, -7.217, -22.872], [15.195, 4.971, -17.027], [3.525, 1.107, -22.222], [11.139, -0.291, -22.409], [5.400, -6.309, -24.353], [13.381, -0.208, -21.443], [3.217, -2.717, -30.301], [15.082, -1.399, -22.704], [6.078, 4.698, -17.418], [14.008, -0.360, -22.856], [10.830, -3.730, -13.827], [14.688, -2.399, -22.525], [2.692, 0.347, -19.714], [21.117, -10.210, -22.505], [17.391, 2.999, -15.291], [7.754, 5.641, -18.479], [12.297, 1.446, -21.657], [20.791, 2.299, -20.847], [7.847, 3.671, -16.673], [15.077, 1.202, -24.107], [7.108, 4.985, -15.612], [19.570, -10.163, -21.695], [3.654, -1.512, -28.164], [3.595, 1.078, -23.309], [6.379, 3.480, -15.644], [21.913, -4.064, -15.708], [8.018, -7.664, -23.467], [20.706, -2.923, -15.048], [11.095, -2.485, -24.094], [4.523, 0.919, -21.826], [18.553, -3.170, -16.191], [5.172, -5.378, -23.835], [12.141, -4.330, -16.356], [21.002, -3.011, -16.809], [3.553, -3.238, -31.198], [16.864, 2.343, -16.816], [2.182, -2.480, -30.548], [2.789, -0.191, -29.056], [20.820, 1.980, -23.456], [15.303, 7.258, -28.035], [22.009, 0.978, -24.101], [15.269, 5.948, -17.505], [22.329, 2.967, -20.634], [11.605, 0.423, -20.410], [22.049, -7.758, -23.327], [3.285, -3.426, -29.476], [10.296, 0.391, -22.296], [6.730, 4.623, -19.398], [6.141, -6.215, -25.147], [2.224, -1.325, -20.230], [20.875, -9.343, -20.941], [9.672, -1.493, -24.209], [21.629, -6.743, -21.980], [13.445, -1.132, -20.868], [14.019, 0.457, -20.859], [13.826, 1.794, -23.169], [11.524, 6.469, -27.885], [3.059, 1.999, -21.804], [10.493, -4.971, -16.378], [3.965, -0.824, -20.274], [10.745, -1.477, -25.524], [4.574, -0.062, -28.617], [11.858, -6.061, -16.454], [15.763, -1.519, -23.546], [14.467, 5.115, -16.229], [6.063, 6.219, -18.860], [7.288, -7.581, -21.859], [18.119, -4.546, -17.204], [14.797, 4.380, -17.853], [15.565, 2.828, -15.706], [10.392, -3.993, -12.865], [15.704, -1.082, -21.867], [14.092, 6.910, -26.681], [22.390, 2.769, -23.532], [11.521, 1.114, -25.561], [21.994, 1.609, -19.818], [15.264, 1.415, -22.391], [4.569, -6.763, -24.893], [11.666, 7.337, -29.364], [10.773, -1.201, -21.932], [15.037, 5.635, -27.300], [17.880, -4.615, -15.452], [9.978, -3.366, -14.403], [11.409, 1.773, -23.946], [11.595, -2.961, -13.719], [7.607, -6.024, -22.659], [20.954, -6.422, -23.568], [12.314, 8.031, -27.826], [10.088, 0.849, -24.725]]
}

Number 1 is which compound? C39H78BrClI2N3O10P2